## A
{"formula": "C2H11N2O2", "method": "ωB97M-V with the def2-TZVPD basis set", "gap_ha": 0.314, "total_charge": 1, "symbols": ["C", "C", "N", "N", "H", "H", "H", "H", "H", "H", "H", "H", "H", "O", "H", "H", "O"], "coordinates": [[0.842, 0.334, 0.706], [1.726, 1.186, 0.052], [2.108, 2.471, 0.462], [-0.230, -0.337, 0.238], [1.148, 0.157, 1.780], [2.164, 0.837, -0.878], [2.533, 2.558, 1.405], [2.793, 2.689, -0.304], [1.251, 2.919, 0.298], [-1.118, -0.047, -0.216], [-0.267, -1.319, 0.508], [-2.382, -1.163, -1.898], [-2.508, 0.089, -2.705], [-2.014, -0.313, -1.932], [-1.819, -3.194, 0.009], [-2.057, -2.933, 1.595], [-1.522, -2.768, 0.800]]}

## B
{"formula": "C2H11N2O2", "method": "ωB97M-V with the def2-TZVPD basis set", "gap_ha": 0.335, "total_charge": 1, "symbols": ["C", "C", "N", "N", "H", "H", "H", "H", "H", "H", "H", "H", "H", "O", "H", "H", "O"], "coordinates": [[-0.028, -0.196, 0.588], [1.200, -0.779, 0.839], [1.280, -0.889, 2.296], [-0.519, 0.089, -0.602], [-0.797, -0.035, 1.351], [2.141, -0.740, 0.216], [1.785, -0.018, 2.627], [1.574, -1.781, 2.679], [0.427, -0.791, 2.758], [0.094, 0.389, -1.380], [-1.578, 0.064, -0.794], [1.292, 0.105, -3.976], [2.262, 0.325, -2.603], [1.333, 0.174, -2.977], [-4.116, 1.168, -0.835], [-3.164, 1.354, 0.366], [-3.186, 1.562, -0.552]]}

## C
{"formula": "C2H11N2O2", "method": "ωB97M-V with the def2-TZVPD basis set", "gap_ha": 0.336, "total_charge": 1, "symbols": ["C", "C", "N", "N", "H", "H", "H", "H", "H", "H", "H", "H", "H", "O", "H", "H", "O"], "coordinates": [[0.259, -0.282, 0.606], [1.402, 0.441, 0.306], [2.194, 0.680, 1.606], [-0.641, -0.377, -0.331], [0.119, -0.668, 1.596], [1.882, 0.812, -0.572], [3.192, 0.563, 1.474], [1.866, -0.058, 2.163], [2.059, 1.644, 1.846], [-0.546, 0.160, -1.195], [-1.432, -0.988, -0.226], [-0.371, 2.180, -2.634], [-0.212, 1.134, -3.506], [0.187, 1.417, -2.684], [-3.931, -2.174, 0.030], [-2.980, -2.572, 1.128], [-3.048, -1.911, 0.392]]}

## D
{"formula": "C2H11N2O2", "method": "ωB97M-V with the def2-TZVPD basis set", "gap_ha": 0.429, "total_charge": 1, "symbols": ["C", "N", "C", "N", "H", "H", "H", "H", "H", "H", "H", "H", "H", "O", "H", "H", "O"], "coordinates": [[0.265, 1.884, 1.110], [0.699, -1.138, -0.909], [0.846, -0.220, 0.010], [0.311, 0.969, -0.044], [-0.375, 2.694, 0.776], [-0.066, 1.368, 2.005], [1.246, 2.302, 1.351], [0.018, -0.944, -1.625], [1.058, -2.069, -0.881], [1.424, -0.442, 0.898], [-0.051, 1.308, -0.928], [-0.622, -2.695, 2.976], [-1.392, -1.483, 3.508], [-0.989, -1.863, 2.701], [-0.560, 1.431, -3.370], [-1.188, 0.026, -3.508], [-0.680, 0.593, -2.903]]}

Most stable structure: D

## A
{"formula": "C9H19InNO", "method": "ωB97M-V with the def2-TZVPD basis set", "gap_ha": 0.214, "total_charge": 3, "symbols": ["In", "C", "C", "C", "C", "C", "C", "N", "O", "C", "C", "C", "H", "H", "H", "H", "H", "H", "H", "H", "H", "H", "H", "H", "H", "H", "H", "H", "H", "H", "H"], "coordinates": [[-0.503, 1.412, 4.462], [2.356, -0.017, 1.321], [1.242, 0.082, 0.157], [1.390, -1.224, -0.569], [0.177, -1.517, -1.505], [-1.131, -1.408, -0.752], [-1.282, -0.084, -0.024], [-0.068, 0.247, 0.701], [-0.174, 1.502, 1.295], [-1.730, 1.009, -1.042], [-2.426, -0.344, 1.048], [1.679, 1.324, -0.737], [2.245, 0.886, 1.930], [3.351, 0.024, 0.890], [2.170, -0.888, 1.941], [2.364, -1.320, -1.044], [1.299, -2.055, 0.149], [0.343, -2.518, -1.902], [0.231, -0.796, -2.341], [-1.147, -2.311, -0.129], [-1.969, -1.504, -1.453], [-0.991, 1.113, -1.841], [-2.695, 0.755, -1.475], [-1.827, 1.997, -0.584], [-2.080, -1.054, 1.804], [-2.792, 0.556, 1.534], [-3.214, -0.905, 0.545], [2.418, 1.938, -0.227], [0.874, 2.024, -0.985], [2.065, 0.963, -1.692], [-0.176, 2.111, 0.526]]}

## B
{"formula": "C9H19InNO", "method": "ωB97M-V with the def2-TZVPD basis set", "gap_ha": 0.174, "total_charge": 3, "symbols": ["In", "C", "C", "C", "C", "C", "C", "N", "O", "C", "C", "C", "H", "H", "H", "H", "H", "H", "H", "H", "H", "H", "H", "H", "H", "H", "H", "H", "H", "H", "H"], "coordinates": [[18.195, 4.916, 11.871], [16.562, 0.945, 13.265], [17.210, 2.378, 13.566], [17.546, 2.455, 15.074], [18.898, 1.907, 15.486], [20.031, 2.367, 14.537], [19.748, 2.041, 13.073], [18.471, 2.622, 12.769], [18.208, 2.792, 11.408], [20.908, 2.612, 12.190], [19.685, 0.619, 12.784], [16.129, 3.451, 13.258], [15.494, 1.122, 13.135], [16.572, 0.293, 14.138], [16.955, 0.416, 12.396], [17.579, 3.495, 15.398], [16.703, 2.131, 15.684], [18.694, 0.836, 15.511], [19.135, 2.400, 16.429], [20.923, 1.771, 14.729], [20.277, 3.402, 14.776], [20.594, 2.619, 11.147], [21.110, 3.643, 12.479], [21.755, 1.930, 12.266], [20.573, 0.071, 13.102], [18.794, 0.079, 13.103], [19.748, 0.391, 11.720], [15.196, 3.282, 13.795], [15.842, 3.383, 12.208], [16.460, 4.479, 13.410], [18.186, 1.854, 11.207]]}

Most stable structure: A

## A
{"formula": "C4H9N2O", "method": "ωB97M-V with the def2-TZVPD basis set", "gap_ha": 0.385, "total_charge": 1, "symbols": ["C", "C", "C", "N", "C", "N", "H", "H", "H", "H", "H", "H", "H", "H", "H", "O"], "coordinates": [[-0.622, -0.765, -1.957], [-0.324, -0.802, -0.528], [0.901, -0.707, 0.083], [0.564, -0.422, 1.381], [-0.747, -0.247, 1.542], [-1.302, -0.711, 0.449], [-0.582, 0.313, -2.386], [0.012, -1.290, -2.564], [-1.684, -1.037, -2.122], [1.864, -0.653, -0.470], [1.174, -0.568, 2.271], [-1.072, 0.187, 2.593], [-2.328, -0.563, 0.305], [1.597, 2.825, 1.106], [1.009, 2.422, -0.215], [1.541, 2.018, 0.514]]}

## B
{"formula": "C4H9N2O", "method": "ωB97M-V with the def2-TZVPD basis set", "gap_ha": [0.305, 0.308], "total_charge": 1, "symbols": ["C", "C", "C", "C", "N", "N", "O", "H", "H", "H", "H", "H", "H", "H", "H", "H"], "coordinates": [[-1.104, -0.184, -0.307], [-0.786, -1.646, 0.145], [0.157, 0.612, -0.456], [0.209, 1.891, 0.286], [0.747, -1.533, 0.160], [1.112, -0.402, -0.158], [2.902, -0.046, -0.265], [-1.700, -0.148, -1.275], [-1.618, 0.448, 0.500], [-1.171, -1.911, 1.098], [-1.179, -2.363, -0.608], [0.387, 0.977, -1.437], [-0.272, 2.006, 1.325], [-0.149, 2.743, -0.306], [1.286, 2.011, 0.667], [1.180, -2.456, 0.632]]}

Most stable structure: A

## A
{"formula": "C4H9N2O", "method": "ωB97M-V with the def2-TZVPD basis set", "gap_ha": 0.395, "total_charge": 1, "symbols": ["C", "C", "C", "C", "N", "N", "O", "H", "H", "H", "H", "H", "H", "H", "H", "H"], "coordinates": [[0.954, -1.087, -1.998], [-0.412, -0.763, 0.059], [-0.367, -0.345, 2.387], [-0.089, 2.247, -0.875], [0.276, -1.298, -0.756], [-1.077, -0.763, 1.149], [-0.380, 1.334, -0.160], [1.329, -1.976, -2.280], [1.811, -0.548, -1.909], [0.598, -1.022, 2.442], [-1.159, -0.582, 3.210], [-0.273, 0.687, 2.436], [-0.341, 3.377, -0.573], [0.323, -0.416, -2.779], [0.790, 2.279, -1.698], [-1.984, -1.124, 1.345]]}

## B
{"formula": "C4H9N2O", "method": "ωB97M-V with the def2-TZVPD basis set", "gap_ha": 0.311, "total_charge": 1, "symbols": ["C", "C", "C", "C", "N", "N", "O", "H", "H", "H", "H", "H", "H", "H", "H", "H"], "coordinates": [[0.449, 0.720, 2.548], [0.143, 1.116, 1.231], [0.515, -0.535, -0.267], [0.191, 0.737, -2.175], [0.372, -0.065, 3.490], [0.463, -1.457, 0.650], [-0.414, -0.101, -1.169], [-0.883, 0.927, 1.046], [0.584, 1.991, 0.869], [1.478, -0.374, -0.702], [0.234, 1.807, -1.993], [-0.152, 0.564, -3.151], [1.229, 0.505, -2.281], [0.761, 0.105, 4.341], [-0.336, -1.591, 1.320], [1.300, -1.446, 1.275]]}

## C
{"formula": "C4H9N2O", "method": "ωB97M-V with the def2-TZVPD basis set", "gap_ha": 0.300, "total_charge": 1, "symbols": ["C", "C", "C", "C", "N", "N", "O", "H", "H", "H", "H", "H", "H", "H", "H", "H"], "coordinates": [[-0.072, 1.193, 2.057], [-0.768, 0.207, 1.411], [0.714, 0.549, 0.850], [0.816, 1.157, -0.386], [-0.203, -1.893, -2.618], [0.043, -1.175, -1.610], [-0.285, -1.613, -0.520], [-0.321, 2.358, 1.829], [0.378, 1.009, 3.071], [-0.872, -0.856, 1.737], [-1.584, 0.533, 0.791], [1.438, -0.163, 0.949], [1.554, 0.841, -0.973], [0.011, 1.893, -0.614], [0.031, -1.440, -3.482], [-0.881, -2.600, -2.492]]}

Most stable structure: A